C9H18N3O | ωB97M-V/def2-TZVPD

Calculated values
- Kohn-Sham gap: 8.730 eV
- Energy relative to the best compared isomer or geometry (same formula, charge and spin): 148.2 kJ/mol
- Total charge: +1
- Highest occupied orbital energy: -12.6 eV
- Energy: -592.91541 a.u.
- Largest force on an atom: 4.99 eV/A

Each line ends with the Mulliken charge.
Element x y z (Å)
C1 -2.146467 -1.663478 0.228301  -0.517
C2 -2.740278 -0.512557 -0.077034  0.559
C3 -2.037879 1.888506 -0.171329  0.831
C4 -0.393247 -0.295200 -0.020159  -0.306
C5 -4.210079 -0.304512 -0.210083  -1.141
C6 -0.779240 2.633869 -0.450170  -1.356
C7 0.160821 -2.597360 0.491816  -0.827
C8 3.232252 1.458766 -0.627782  -1.003
C9 3.610622 -0.713125 0.715755  -1.140
N1 -0.795671 -1.499287 0.242285  0.146
N2 -1.810839 0.466208 -0.197474  0.112
N3 2.746189 0.154961 -0.109854  -0.255
O1 -3.115504 2.351109 0.010522  -0.488
H1 -2.682734 -2.543829 0.530085  0.403
H2 0.680130 0.034981 -0.183796  0.534
H3 -4.639343 -1.183016 0.297614  0.380
H4 -4.522706 -0.276981 -1.210321  0.281
H5 -4.443163 0.649228 0.450842  0.335
H6 -0.992731 3.681928 -0.336964  0.374
H7 -0.433983 2.222522 -1.372126  0.387
H8 -0.184154 2.446081 0.418303  0.370
H9 1.221901 -2.501246 0.159257  0.280
H10 0.339153 -2.628809 1.544593  0.368
H11 -0.442758 -3.406657 0.185015  0.346
H12 4.296737 1.615777 -0.385232  0.354
H13 3.199247 1.537294 -1.682675  0.363
H14 2.642432 2.375521 -0.321489  0.221
H15 4.325522 -1.308475 0.171914  0.397
H16 4.340079 -0.229989 1.352455  0.366
H17 3.095711 -1.360769 1.455723  0.303
H18 2.479982 -0.491454 -0.897980  0.323

Cartesian forces (eV/Å) of the 6 atoms listed first:
-0.5 -1.2 0.3
-0.9 1.1 -0.1
0.6 0.3 -0.5
-4.0 2.8 -0.8
0.4 1.0 3.9
-1.3 0.0 1.3

=====

C9H18NO | ωB97M-V/def2-TZVPD

Calculated values
- Kohn-Sham gap: 9.974 eV
- Energy relative to the best compared isomer or geometry (same formula, charge and spin): 101.6 kJ/mol
- Total charge: +1
- Highest occupied orbital energy: -13.0 eV
- Energy: -483.38224 a.u.
- Largest force on an atom: 4.11 eV/A
- SMILES: CC1=C(C(C)(C)C)[N@H+](C)CO1

Each line ends with the Mulliken charge.
Element x y z (Å)
C1 -0.416029 -0.078737 -0.211714  -0.695
C2 -1.304322 -1.143056 -0.226126  0.718
C3 -2.654885 0.651218 -0.671262  -0.388
C4 -1.090908 -2.692191 -0.007047  -1.484
C5 1.572254 1.367344 -0.371661  -1.909
C6 1.445164 -1.031940 -1.178141  -1.394
C7 1.475963 -0.442528 1.313493  -1.405
C8 -1.496639 1.788170 1.089357  -0.889
C9 1.077957 -0.010481 -0.069917  2.087
N1 -1.287850 1.218436 -0.229796  0.131
O1 -2.639981 -0.718430 -0.159624  -0.402
H1 -3.523298 1.219149 -0.314487  0.410
H2 -2.666964 0.801795 -1.777453  0.303
H3 -0.267660 -2.978869 0.556545  0.445
H4 -0.790100 -3.297644 -0.963344  0.323
H5 -2.064811 -2.905171 0.373572  0.453
H6 2.587270 1.402455 -0.343352  0.551
H7 1.099799 1.800861 -1.297858  0.277
H8 1.286636 2.033736 0.462939  0.384
H9 2.486595 -0.987045 -1.634174  0.366
H10 0.717754 -0.952828 -2.036217  0.317
H11 1.322077 -2.042433 -0.716679  0.291
H12 0.773492 -1.197428 1.789493  0.286
H13 1.315459 0.518866 1.895620  0.333
H14 2.441237 -0.822166 1.641187  0.401
H15 -2.283055 1.282492 1.644205  0.350
H16 -0.571805 1.855753 1.689382  0.271
H17 -1.869226 2.839178 0.965348  0.406
H18 -0.908441 1.963799 -0.866206  0.463

Cartesian forces (eV/Å) of the 6 atoms listed first:
-3.1 -0.8 0.4
2.0 1.1 0.8
0.7 -0.6 -0.9
-0.8 1.8 -3.6
-3.4 1.4 0.1
0.9 -1.0 -1.1

=====

C9H18NO3Si | ωB97M-V/def2-TZVPD

Calculated values
- Kohn-Sham gap: 9.796 eV
- Energy relative to the best compared isomer or geometry (same formula, charge and spin): 115.1 kJ/mol
- Total charge: +1
- Highest occupied orbital energy: -13.2 eV
- Energy: -923.45141 a.u.
- Largest force on an atom: 5.08 eV/A
- SMILES: CO[Si](C[N+]1(C)C=CC=C1)(OC)OC

Each line ends with the Mulliken charge.
Element x y z (Å)
C1 -1.938143 -2.593422 -1.133396  -0.820
C2 -3.008568 -1.676748 -1.601627  -0.313
C3 -1.174702 -1.920894 -0.229687  -0.277
C4 -2.875122 -0.556258 -0.918020  -0.663
C5 -2.050071 -0.344099 1.344915  -1.118
C6 2.636063 -1.619978 -0.252106  -0.912
C7 2.470721 2.350628 -1.720703  -0.788
C8 1.086783 1.812125 2.851665  -0.620
C9 -0.623439 0.629102 -0.601913  -0.586
N1 -1.775613 -0.597633 -0.082629  0.741
O1 1.416186 -0.795263 -0.205884  0.001
O2 1.849768 2.085505 -0.436619  -0.396
O3 1.061017 0.881974 1.806143  -0.386
Si1 1.088940 0.772941 0.227488  0.243
H1 -1.933001 -3.605695 -1.499378  0.481
H2 -3.817741 -1.851508 -2.318920  0.465
H3 -0.429309 -2.218151 0.533741  0.540
H4 -3.528314 0.286555 -1.013448  0.444
H5 -2.708473 -1.089331 1.632694  0.481
H6 -1.213705 -0.403854 1.980791  0.433
H7 -2.579109 0.599856 1.605164  0.340
H8 3.099788 -1.452293 -1.198437  0.336
H9 2.224762 -2.524624 -0.411155  0.361
H10 3.384466 -1.575872 0.509632  0.352
H11 3.479466 2.193117 -1.803076  0.351
H12 2.247476 3.338655 -1.966563  0.333
H13 2.068862 1.766706 -2.505669  0.340
H14 1.320578 2.884178 2.540431  0.270
H15 1.767416 1.362239 3.642045  0.292
H16 0.067084 1.892896 3.400044  0.236
H17 -1.319680 1.546750 -0.604476  0.420
H18 -0.294386 0.422394 -1.571045  0.420

Cartesian forces (eV/Å) of the 6 atoms listed first:
-0.1 0.9 0.2
0.2 -0.8 0.0
-1.0 -1.5 -0.3
-2.0 0.5 -1.5
-1.2 1.7 0.3
-0.7 2.7 -1.1

=====

C9H18NOS | ωB97M-V/def2-TZVPD

Calculated values
- Kohn-Sham gap: 9.517 eV
- Energy relative to the best compared isomer or geometry (same formula, charge and spin): 127.6 kJ/mol
- Total charge: +1
- Highest occupied orbital energy: -13.0 eV
- Energy: -881.60353 a.u.
- Largest force on an atom: 4.18 eV/A
- SMILES: CC[C@]1(C)SC[N@@H+](C)[C@@H]1C(C)=O

Each line ends with the Mulliken charge.
Element x y z (Å)
C1 -1.608624 -0.731914 0.264626  0.779
C2 0.501600 2.395859 0.697195  -0.663
C3 -0.596219 0.385050 -0.355838  -0.750
C4 0.873114 -0.087011 -0.198184  0.291
C5 -1.999345 -1.865104 -0.554696  -1.477
C6 1.384742 -0.873533 -1.440786  -1.504
C7 2.567672 -1.209680 1.394529  -1.325
C8 -1.999700 2.338110 0.351257  -0.899
C9 1.134986 -0.805337 1.135565  -0.015
N1 -0.798689 1.555658 0.604747  -0.018
O1 -2.060761 -0.473439 1.364874  -0.533
S1 1.828868 1.544503 -0.254599  -0.040
H1 0.289881 3.337062 0.306832  0.506
H2 0.679024 2.315979 1.768842  0.423
H3 -0.725846 0.649629 -1.430853  0.526
H4 -1.849740 -2.754966 0.037218  0.341
H5 -1.702355 -1.995515 -1.594054  0.422
H6 -3.107013 -1.751866 -0.832939  0.388
H7 2.414690 -1.021857 -1.301002  0.441
H8 1.045874 -0.466298 -2.333252  0.466
H9 0.780639 -1.789611 -1.332944  0.375
H10 2.726317 -2.243972 1.369949  0.350
H11 2.970765 -0.857596 2.425194  0.322
H12 3.210660 -0.620054 0.684562  0.354
H13 -2.165669 2.814385 -0.625154  0.374
H14 -2.822953 1.681453 0.335331  0.358
H15 -2.130185 3.162801 1.163593  0.354
H16 0.935325 0.066282 1.852127  0.152
H17 0.240909 -1.456036 1.297936  0.423
H18 -1.128812 0.929514 1.413239  0.580

Cartesian forces (eV/Å) of the 6 atoms listed first:
0.4 2.7 -1.0
-0.2 -3.2 1.3
-0.1 -0.8 0.5
1.1 0.9 -1.1
-2.4 -0.8 -1.3
-2.7 -0.9 3.0

=====

C9H18NS | ωB97M-V/def2-TZVPD

Calculated values
- Kohn-Sham gap: 8.369 eV
- Energy relative to the best compared isomer or geometry (same formula, charge and spin): 0.0 kJ/mol
- Total charge: +1
- Highest occupied orbital energy: -12.3 eV
- Energy: -806.40658 a.u.
- Largest force on an atom: 1.03 eV/A

Each line ends with the Mulliken charge.
Element x y z (Å)
C1 0.035211 -0.469821 0.345404  0.100
C2 2.462411 -0.438538 -1.465880  -0.971
C3 1.026340 -0.085121 -1.838800  -0.446
C4 1.186500 2.377702 -1.059167  -1.215
C5 -1.001017 -2.109124 1.813136  -1.470
C6 -0.679842 0.278683 2.561837  -1.625
C7 -1.365030 -0.207332 -1.602710  -0.872
C8 1.323455 1.389464 -2.198728  0.044
C9 -1.011491 -0.633932 1.373973  0.469
N1 -0.094398 -0.288263 -0.918538  0.282
S1 3.088694 0.938488 -2.527838  -0.113
H1 2.754508 -0.247804 -0.436139  0.351
H2 2.802420 -1.423128 -1.775899  0.437
H3 0.769936 -0.622085 -2.757029  0.422
H4 0.143122 2.501466 -0.769350  0.288
H5 1.563106 3.345845 -1.378579  0.409
H6 1.763394 2.066475 -0.191839  0.317
H7 -1.662334 -2.224069 2.667888  0.422
H8 -0.002660 -2.422019 2.108514  0.378
H9 -1.352594 -2.758216 1.014328  0.368
H10 -0.657746 1.322217 2.257416  0.368
H11 0.279697 0.018187 2.999789  0.383
H12 -1.443948 0.164694 3.325200  0.440
H13 -2.193753 -0.085647 -0.910979  0.353
H14 -1.524343 -1.120548 -2.179986  0.351
H15 -1.352208 0.634970 -2.294445  0.362
H16 1.048694 -0.531145 0.727179  0.432
H17 0.817196 1.751186 -3.093740  0.490
H18 -2.008657 -0.387694 1.007024  0.246

Cartesian forces (eV/Å) of the 6 atoms listed first:
0.1 0.1 -0.2
0.3 -0.1 0.0
0.8 0.2 -0.7
0.0 -0.1 -0.2
-0.1 0.1 -0.2
-0.1 0.1 -0.2

=====

C9H18NSSi | ωB97M-V/def2-TZVPD

Calculated values
- Kohn-Sham gap: 9.644 eV
- Energy relative to the best compared isomer or geometry (same formula, charge and spin): 9.3 kJ/mol
- Total charge: +1
- Highest occupied orbital energy: -12.5 eV
- Energy: -1095.87749 a.u.
- Largest force on an atom: 4.56 eV/A
- SMILES: C[NH2+][C@@H](c1ccsc1)[Si](C)(C)C

Each line ends with the Mulliken charge.
Element x y z (Å)
C1 -2.022623 0.429862 1.047816  -0.656
C2 -3.384524 0.482474 1.053637  -0.489
C3 -2.564028 -0.248358 -1.161423  -0.553
C4 -1.517677 0.025570 -0.255786  0.222
C5 -0.323964 -2.811064 -0.581057  -0.851
C6 1.610373 0.808355 1.929614  -1.182
C7 0.517568 2.631710 -0.658333  -1.073
C8 2.856588 0.163927 -0.786809  -1.537
C9 -0.085622 -0.275683 -0.481228  -0.339
N1 0.279401 -1.609582 0.057497  0.036
Si1 1.278010 0.983177 0.035970  0.408
S1 -4.071602 0.056036 -0.469249  -0.147
H1 -1.503033 0.894727 1.809698  0.384
H2 -3.953921 0.564976 1.941074  0.469
H3 -2.313041 -0.403217 -2.203863  0.394
H4 -1.358177 -3.034610 -0.292442  0.314
H5 -0.387396 -2.502675 -1.690517  0.329
H6 0.260941 -3.675794 -0.209216  0.387
H7 1.019459 0.068811 2.470901  0.393
H8 2.593122 0.430890 2.079471  0.396
H9 1.267810 1.746679 2.429340  0.325
H10 0.247172 2.485307 -1.710448  0.340
H11 -0.380579 2.911026 -0.005874  0.300
H12 1.274785 3.395840 -0.925765  0.404
H13 2.979783 0.362928 -1.875233  0.325
H14 3.725036 0.354534 -0.161955  0.421
H15 2.822320 -0.826706 -0.708216  0.584
H16 0.012077 -0.231350 -1.540938  0.610
H17 1.216730 -1.713689 -0.188195  0.289
H18 -0.095000 -1.464105 1.051540  0.500

Cartesian forces (eV/Å) of the 6 atoms listed first:
-1.2 -0.5 -2.9
0.4 -0.8 -0.8
2.4 0.9 1.1
-1.7 -0.2 1.1
-1.0 0.0 -1.2
-2.0 0.7 -0.6